The following is a quantum chemistry calculation of one molecule with the formula C3H5ClNOP, from the OMol25 dataset.

The expectation value of S² is 2.01. The total energy is -28536.3316 eV. The energy above the lowest of the compared OMol25 structures with the same formula, charge and spin is 0.00 kcal/mol. The calculation puts the LUMO energy (alpha / beta) at 0.70 / -3.73 eV. Its HOMO energy (alpha / beta) is -5.6143 / -9.8779 eV.

ORCA input file:
```
! RIJCOSX wB97M-V def2-TZVPD def2/J DEFGRID3
* xyz 0 3
C 0.178 0.315 1.289
C -0.242 -0.792 0.435
C -1.112 -0.050 -0.663
N 1.349 0.777 1.177
O 1.269 -1.213 -0.332
P 2.300 -0.056 0.016
Cl 1.859 1.299 -1.533
H -0.703 0.911 1.647
H -0.749 -1.613 0.857
H -2.104 -0.133 -0.371
H -1.163 -0.469 -1.699
H -0.881 1.024 -0.821
*
```

Taken from the Mulliken analysis, the atomic charges in e are: atom 1 (C): -0.38, atom 2 (C): 0.45, atom 3 (C): -1.25, atom 4 (N): -0.40, atom 5 (O): -0.38, atom 6 (P): 0.42, atom 7 (Cl): -0.22, atom 8 (H): 0.35, atom 9 (H): 0.34, atom 10 (H): 0.44, atom 11 (H): 0.30, atom 12 (H): 0.34

The following is a quantum chemistry calculation of a 2-piece molecular cluster, C2H6ClISi overall, from the OMol25 dataset.

The total energy is -30670.2659 eV. The energy above the lowest of the compared OMol25 structures with the same formula, charge and spin is 102.74 kcal/mol. The calculation puts the LUMO energy at -2.77 eV. Its HOMO energy is -8.2680 eV.

ORCA input file:
```
! RIJCOSX wB97M-V def2-TZVPD def2/J DEFGRID3
* xyz 0 1
C 0.410 -1.469 -0.522
C -0.774 1.423 0.765
Si -0.940 -0.162 -0.240
Cl 2.457 -3.475 0.503
I -3.315 -0.772 0.027
H 1.025 -2.264 0.204
H -0.100 -2.199 -1.282
H 1.107 -0.955 -1.145
H -1.294 1.038 1.647
H 0.255 1.601 1.143
H -1.113 2.288 0.253
*
```

Taken from the Mulliken analysis, the atomic charges in e are: atom 1 (C): -0.74, atom 2 (C): -0.96, atom 3 (Si): 0.52, atom 4 (Cl): -0.62, atom 5 (I): 0.02, atom 6 (H): 0.12, atom 7 (H): 0.30, atom 8 (H): 0.37, atom 9 (H): 0.31, atom 10 (H): 0.35, atom 11 (H): 0.35